# C19H26As2F9O3Se2W

A structure of composition C19H26As2F9O3Se2W (ωB97M-V/def2-TZVPD, the Open Molecules 2025 dataset).

```
62
Properties=species:S:1:pos:R:3:forces:R:3
H 3.47557 -0.49098 -2.55697 -0.02 0.01 -0.01
H 2.28310 -3.50914 -3.99743 0.00 -0.02 0.00
C -1.99481 -3.00171 -2.12663 0.11 0.05 0.09
H 4.82255 -3.13531 -0.24474 -0.02 -0.02 0.00
H 5.27329 -1.68061 -1.15070 0.01 -0.02 0.00
C 3.33941 -3.06367 -2.40700 0.00 0.00 0.05
H 3.52814 -4.08526 -2.05693 0.00 -0.01 -0.01
C 2.66446 1.44904 1.75565 -0.09 0.00 0.03
C -3.02494 -2.62812 0.18270 0.01 0.02 0.02
F -0.94526 -3.47447 -1.43082 0.02 -0.03 0.02
H 2.01102 3.85489 -0.19893 0.01 0.00 0.05
As -2.10669 1.38097 0.84589 -0.24 -0.05 0.23
H 3.12244 0.00872 -0.89963 -0.02 0.02 0.01
C -0.12230 4.72760 3.47550 -0.02 0.02 0.01
H -3.43262 1.66050 -1.26511 0.01 0.01 0.00
F -2.01627 -2.27202 1.00938 -0.05 -0.14 0.04
C -1.35499 2.75876 1.96449 0.11 -0.08 -0.06
H 0.72905 3.21247 -1.25337 0.00 0.00 -0.01
H -3.20004 3.50185 2.79453 -0.01 0.00 0.00
H -3.74567 3.03053 -0.16901 -0.01 -0.01 0.06
C -3.59118 0.64852 1.86018 0.04 0.10 -0.05
Se 0.99799 -0.37725 -2.19142 0.08 -0.05 0.18
C 0.64308 3.89596 2.67295 0.06 0.00 0.00
O -2.02001 -0.84489 -1.09567 -0.18 -0.23 0.20
W -0.33591 -0.28868 -0.21688 0.47 0.16 -0.63
F -2.73746 -4.02997 -2.51319 -0.11 -0.03 -0.01
C 4.51988 -2.11106 -0.48112 -0.01 0.04 -0.04
H -4.29453 0.19028 1.17058 0.03 -0.02 -0.01
Se 1.28747 -1.52959 1.03456 -0.34 0.03 -0.11
F -4.65171 -0.55053 -1.26584 -0.02 -0.01 -0.05
C -1.50313 4.58204 3.51812 0.02 0.01 0.00
H 5.06955 -1.62260 1.34072 0.03 0.02 -0.04
C 1.58970 2.95342 -0.63922 -0.02 -0.06 0.01
F -1.51997 -2.39179 -3.20382 0.02 0.05 -0.07
H -2.23931 2.97068 -1.10363 0.02 -0.01 -0.01
H 4.21163 -2.73337 -2.98337 0.00 0.00 0.00
O 4.41438 -1.33061 0.70053 -0.05 -0.01 0.04
O 2.16247 -3.00165 -3.18934 0.00 0.01 -0.04
H 1.71815 4.02332 2.64554 0.00 0.01 0.01
F -3.94403 -1.29060 -3.16423 -0.06 -0.03 0.07
C 0.02799 2.90351 1.91930 -0.15 -0.08 -0.06
C 2.08771 -2.76727 -0.28461 -0.05 0.10 -0.03
F -3.08530 -3.95043 0.14392 -0.01 0.02 0.04
F -4.99647 -2.61875 -1.81375 0.00 -0.03 -0.02
H 3.17641 2.39653 1.91196 -0.05 0.06 -0.04
F -4.14919 -2.17614 0.74105 0.00 -0.03 -0.02
H 2.39657 1.01523 2.71789 0.02 -0.03 0.00
H 2.52776 -3.58204 0.29114 0.02 0.02 0.02
H 1.27826 -3.16670 -0.88717 0.01 0.02 0.01
H -3.22467 -0.09352 2.56470 0.01 -0.01 0.00
C 2.86988 -0.70721 -1.67723 0.01 -0.03 0.03
H -4.09491 1.44657 2.40112 0.02 0.04 0.00
H 3.32004 0.75818 1.23142 -0.02 -0.03 -0.03
C -4.12544 -1.61766 -1.88540 0.11 0.12 -0.03
C 3.16271 -2.14170 -1.19531 0.00 0.01 0.03
H -2.09703 5.23484 4.14392 0.00 -0.01 0.00
H 0.35790 5.49333 4.07038 0.00 -0.01 -0.01
As 1.02277 1.71629 0.75148 0.34 0.18 0.14
C -2.98117 2.37272 -0.57746 0.03 -0.06 0.03
C -2.76739 -1.98929 -1.22478 -0.01 0.00 -0.02
H 2.33351 2.46649 -1.26813 -0.01 -0.02 -0.01
C -2.12240 3.60132 2.75926 -0.03 0.02 0.00
```
Forces are in eV/Å.

The HOMO-LUMO gap (alpha / beta) comes out at 6.565 / 6.570 eV. As for the energy above the lowest of the compared OMol25 structures with the same formula, charge and spin: 52.17 kJ/mol. The total energy is -11205.42964 Eh. The value obtained for the LUMO energy (alpha / beta) is -3.79 / -3.92 eV. Its charge is +1.

Need the Mulliken charges? In units of e they are: atom 1 (H): 0.497, atom 2 (H): 0.314, atom 3 (C): 0.390, atom 4 (H): 0.549, atom 5 (H): 0.384, atom 6 (C): -1.377, atom 7 (H): 0.434, atom 8 (C): -1.102, atom 9 (C): 0.345, atom 10 (F): -0.239, atom 11 (H): 0.453, atom 12 (As): 0.570, atom 13 (H): 0.266, atom 14 (C): -0.771, atom 15 (H): 0.328, atom 16 (F): -0.195, atom 17 (C): 0.759, atom 18 (H): 0.327, atom 19 (H): 0.327, atom 20 (H): 0.440, atom 21 (C): -1.200, atom 22 (Se): -0.064, atom 23 (C): -0.762, atom 24 (O): -0.566, atom 25 (W): 0.886, atom 26 (F): -0.253, atom 27 (C): -1.369, atom 28 (H): 0.311, atom 29 (Se): -0.073, atom 30 (F): -0.196, atom 31 (C): -0.749, atom 32 (H): 0.312, atom 33 (C): -1.113, atom 34 (F): -0.258, atom 35 (H): 0.348, atom 36 (H): 0.500, atom 37 (O): -0.404, atom 38 (O): -0.435, atom 39 (H): 0.321, atom 40 (F): -0.237, atom 41 (C): 0.179, atom 42 (C): -1.566, atom 43 (F): -0.268, atom 44 (F): -0.256, atom 45 (H): 0.492, atom 46 (F): -0.284, atom 47 (H): 0.427, atom 48 (H): 0.510, atom 49 (H): 0.497, atom 50 (H): 0.327, atom 51 (C): -1.223, atom 52 (H): 0.523, atom 53 (H): 0.194, atom 54 (C): 0.429, atom 55 (C): 2.156, atom 56 (H): 0.410, atom 57 (H): 0.409, atom 58 (As): 0.751, atom 59 (C): -1.055, atom 60 (C): 1.074, atom 61 (H): 0.380, atom 62 (C): -0.804


# C19H26BF4N5O5SY

A structure of composition C19H26BF4N5O5SY (ωB97M-V/def2-TZVPD, the Open Molecules 2025 dataset).

```
62
Properties=species:S:1:pos:R:3:forces:R:3
B -0.22312 -4.69863 -0.57570 -0.09 -0.23 -0.12
H 2.87287 -2.39837 2.88756 0.00 0.03 -0.01
C 0.71631 -2.49413 2.69075 0.34 -0.05 1.76
H 1.86506 0.63775 0.47120 0.04 0.03 0.00
C 1.92331 -2.48859 3.40972 -0.07 0.06 0.03
S -1.60001 3.34551 -1.97617 0.04 -0.37 0.05
H -2.29793 6.11966 -1.45031 0.01 0.03 -0.02
C -1.73997 -0.29341 -0.97536 0.01 -0.04 0.03
F 0.99439 -4.67824 0.19361 -0.11 -0.03 -0.10
C -1.48128 6.08263 -2.16843 -0.03 0.00 0.07
H -0.57031 -1.47727 -2.28790 -0.03 -0.06 -0.04
H -3.92853 0.44069 -2.35923 -0.06 0.04 -0.05
N -1.16734 -0.70659 0.15789 -0.22 0.31 -0.18
O -1.93020 3.72217 -0.62793 -0.36 -0.11 0.07
H -1.34817 -2.91071 5.39632 0.02 -0.01 0.02
H 2.53326 1.92181 -0.54133 0.05 0.01 0.01
H -3.74036 3.04483 -2.92809 -0.13 -0.13 0.04
H 4.99235 -1.83937 -1.98661 0.00 0.02 0.01
H 5.44536 0.32011 -0.41599 -0.04 -0.02 0.00
C -1.76755 -0.01149 1.17822 -0.11 0.17 0.11
C 2.23936 0.87890 -0.52665 -0.14 0.07 0.04
C -3.55636 1.24982 -1.73281 -0.04 0.20 -0.22
N 3.39219 0.04143 -0.85592 -0.14 -0.03 0.08
H 5.02477 0.44572 -2.13525 -0.02 0.01 0.01
H -1.54310 6.95783 -2.81281 0.03 -0.01 -0.03
H -0.54355 6.12143 -1.61704 -0.01 0.01 -0.01
H -4.39464 1.67121 -1.19675 -0.02 -0.01 0.09
O 2.10680 -1.78122 -0.64041 0.50 0.47 0.04
C -0.45242 -2.67105 3.45718 0.14 0.11 -0.15
O -3.20218 1.88105 2.55551 -0.07 -0.10 -0.09
C -2.70855 0.80601 0.65002 0.32 -0.16 -0.02
H -2.23123 -1.22580 -2.83665 0.02 -0.03 0.01
H 4.59268 1.73814 -1.01800 -0.05 0.02 0.01
H -2.47701 4.79248 -3.61535 0.04 0.08 -0.07
C 3.24241 -1.26727 -0.86195 0.34 0.07 -0.19
C 4.42114 -2.15263 -1.11509 -0.15 -0.13 0.03
H -1.50284 -0.12218 2.21669 0.01 -0.04 0.00
F -0.01987 -3.63585 -1.52536 -0.04 -0.17 -0.20
C -0.43035 -2.78336 4.83736 -0.07 -0.03 0.09
F -1.17642 -4.07812 0.33966 -0.05 -0.09 -0.01
H 4.06426 -3.16879 -1.25545 0.03 0.00 -0.01
C -2.95741 2.33500 -2.66549 0.49 0.10 0.37
C 4.68962 0.66375 -1.12170 0.16 -0.01 -0.04
N -2.69133 0.62134 -0.72416 -0.01 0.37 -0.01
N -3.54679 1.70044 1.40991 -0.09 0.35 -0.02
C -1.56554 4.82500 -3.01826 -0.06 -0.28 0.17
H 5.08284 -2.12947 -0.24634 0.03 0.02 -0.03
H -2.55571 1.90615 -3.58188 0.03 0.03 -0.03
C 0.81679 -2.87385 6.93715 0.03 -0.03 0.27
C 1.97141 -2.60975 4.78859 0.12 -0.01 0.05
N 0.83347 -2.98016 8.08102 0.01 0.02 -0.06
F -0.58721 -5.86468 -1.07985 -0.01 -0.04 0.02
H 2.91896 -2.60665 5.31160 -0.02 0.01 0.01
Y 0.42427 -2.40441 0.51082 -0.49 -0.25 -1.11
H -0.69954 4.69549 -3.66490 -0.05 -0.04 -0.06
H 1.43336 0.74750 -1.24456 -0.03 -0.03 -0.08
O -0.37893 2.58984 -2.17363 -0.05 -0.11 -0.15
H -1.04543 0.09324 -2.93467 0.01 0.01 -0.04
H -1.42623 -2.74093 2.97168 -0.01 0.02 0.00
C 0.78879 -2.74665 5.51093 -0.11 0.00 -0.36
O -4.51744 2.19907 0.86970 0.17 -0.17 0.00
C -1.38118 -0.75636 -2.33909 -0.01 0.16 0.01
```
Forces are in eV/Å.

The HOMO-LUMO gap comes out at 8.449 eV. As for the energy above the lowest of the compared OMol25 structures with the same formula, charge and spin: 15.47 kJ/mol. The total energy is -2250.44920 Eh. The value obtained for the LUMO energy is -3.27 eV. Its charge is +1.

Need the Mulliken charges? In units of e they are: atom 1 (B): 0.231, atom 2 (H): 0.377, atom 3 (C): 0.564, atom 4 (H): 0.233, atom 5 (C): -0.341, atom 6 (S): 1.278, atom 7 (H): 0.324, atom 8 (C): 0.488, atom 9 (F): -0.314, atom 10 (C): -1.127, atom 11 (H): 0.201, atom 12 (H): 0.394, atom 13 (N): 0.225, atom 14 (O): -0.671, atom 15 (H): 0.443, atom 16 (H): 0.328, atom 17 (H): 0.658, atom 18 (H): 0.443, atom 19 (H): 0.361, atom 20 (C): -1.015, atom 21 (C): -0.884, atom 22 (C): -1.224, atom 23 (N): 0.205, atom 24 (H): 0.347, atom 25 (H): 0.388, atom 26 (H): 0.332, atom 27 (H): 0.524, atom 28 (O): -0.420, atom 29 (C): -0.483, atom 30 (O): -0.577, atom 31 (C): -0.102, atom 32 (H): 0.430, atom 33 (H): 0.315, atom 34 (H): 0.429, atom 35 (C): 0.739, atom 36 (C): -1.513, atom 37 (H): 0.829, atom 38 (F): -0.283, atom 39 (C): -0.987, atom 40 (F): -0.326, atom 41 (H): 0.333, atom 42 (C): -0.852, atom 43 (C): -0.956, atom 44 (N): 0.270, atom 45 (N): 1.100, atom 46 (C): -0.618, atom 47 (H): 0.392, atom 48 (H): 0.486, atom 49 (C): -0.153, atom 50 (C): -0.832, atom 51 (N): -0.443, atom 52 (F): -0.255, atom 53 (H): 0.443, atom 54 (Y): 1.910, atom 55 (H): 0.367, atom 56 (H): 0.315, atom 57 (O): -0.679, atom 58 (H): 0.262, atom 59 (H): 0.419, atom 60 (C): 0.589, atom 61 (O): -0.620, atom 62 (C): -1.300


# C19H26BNO4

A cluster of 2 separate species, C19H26BNO4 in total (ωB97M-V/def2-TZVPD, the Open Molecules 2025 dataset).

```
51
Properties=species:S:1:pos:R:3:forces:R:3
B 0.96790 1.22508 2.48822 3.73 -1.23 -1.97
H -0.11959 -1.92035 3.23468 -0.17 0.41 0.14
H -1.22808 0.73987 -1.58544 0.19 -0.34 0.10
H -3.86230 0.13731 0.04870 0.40 0.15 0.03
C -0.37600 2.27432 4.15804 0.01 -0.24 -0.57
O 2.84128 -0.54303 2.01861 0.71 0.27 -0.77
N -1.80640 -0.39188 0.07257 -0.17 -0.35 0.32
C -1.39187 -0.31107 -1.31410 0.84 0.02 -0.31
H -2.17066 3.38667 4.71609 0.14 0.01 -0.08
C -1.95145 -1.58149 2.15061 -0.68 -0.41 1.51
H 0.39740 0.70365 5.50107 -0.14 0.17 0.12
C 5.14697 -1.39104 2.00466 0.59 -0.48 -0.02
H -5.09776 -1.52808 3.55909 0.61 -0.22 -0.09
C 0.79042 1.44490 4.78686 -0.26 0.20 0.10
C 3.04881 1.35275 0.81897 -1.37 -1.05 0.42
C -1.19894 -1.79498 3.33060 0.18 -0.02 -0.79
H -2.18406 -0.70216 -1.96056 0.04 -0.03 0.19
H -0.48627 3.90608 2.68674 0.05 -0.12 0.18
C -1.25804 -1.20091 0.93764 -0.49 0.05 -0.63
C -1.19514 1.33873 3.20940 0.33 0.21 0.27
C -4.00358 -1.60498 3.48421 0.46 -0.30 0.79
H -2.72108 1.48272 -0.14213 0.20 -0.30 0.17
H -1.76451 2.07835 5.81257 0.10 -0.02 0.00
C 2.14066 0.55145 1.52427 0.75 1.42 -0.58
H -3.68442 -1.62828 5.64660 0.14 0.03 -0.47
H -0.82825 3.57422 5.84248 0.09 0.07 0.09
C 4.14150 -0.41062 1.62528 -0.79 1.59 -0.49
H 4.90085 -1.87584 2.95147 0.14 -0.05 -0.10
H -1.66084 0.52745 3.78180 -0.10 0.27 0.12
C -1.33109 2.86554 5.18834 0.12 -0.03 -0.13
C -3.37448 -1.63255 2.24686 0.73 0.36 -0.11
H 5.28331 -2.13302 1.20677 0.02 -0.15 0.32
C 4.31587 0.74983 0.90366 0.19 -1.18 0.52
H -3.97799 -1.70215 1.34450 0.13 0.31 0.13
H -2.96141 0.73051 1.45798 0.17 -0.10 -0.17
H 2.79441 2.28745 0.35258 -0.03 0.13 0.13
C -3.21400 -1.66259 4.65728 0.33 0.02 -0.38
H -1.98602 1.92421 2.71790 -0.04 0.16 0.24
O -0.36572 0.77680 2.20455 -1.21 0.09 0.43
C -2.89288 0.53884 0.39019 -0.77 0.00 -0.12
C -1.80789 -1.79177 4.57263 -1.05 -0.11 0.15
C 0.29313 3.32117 3.21489 -0.04 0.17 0.03
H 6.08438 -0.82765 2.09208 -0.04 -0.40 0.15
H -0.48127 -0.91175 -1.45353 -0.28 0.36 -0.05
O 1.13550 2.67344 2.27118 -1.19 0.00 1.01
H 0.90286 4.03558 3.79304 -0.21 -0.11 0.09
H 5.27917 1.10468 0.56227 -0.15 -0.01 -0.12
H -1.20721 -1.83494 5.48416 -0.20 -0.13 -0.36
H -0.31055 -1.68440 0.65800 -0.37 0.36 0.09
H 1.47496 2.12282 5.32953 -0.30 -0.03 0.05
O 1.51025 0.77017 3.78660 -1.35 0.59 0.42
```
Forces are in eV/Å.

The HOMO-LUMO gap comes out at 5.100 eV. As for the energy above the lowest of the compared OMol25 structures with the same formula, charge and spin: 0.00 kJ/mol. The total energy is -1120.13630 Eh. The value obtained for the LUMO energy is -1.24 eV.

Need the Mulliken charges? In units of e they are: atom 1 (B): -0.147, atom 2 (H): 0.245, atom 3 (H): 0.332, atom 4 (H): 0.363, atom 5 (C): 1.366, atom 6 (O): -0.303, atom 7 (N): 0.429, atom 8 (C): -0.871, atom 9 (H): 0.392, atom 10 (C): 0.178, atom 11 (H): 0.286, atom 12 (C): -1.310, atom 13 (H): 0.397, atom 14 (C): -0.896, atom 15 (C): -0.866, atom 16 (C): -0.349, atom 17 (H): 0.365, atom 18 (H): 0.289, atom 19 (C): 0.210, atom 20 (C): -0.625, atom 21 (C): -0.581, atom 22 (H): 0.428, atom 23 (H): 0.395, atom 24 (C): 0.389, atom 25 (H): 0.389, atom 26 (H): 0.495, atom 27 (C): 0.452, atom 28 (H): 0.301, atom 29 (H): 0.080, atom 30 (C): -2.272, atom 31 (C): -0.355, atom 32 (H): 0.246, atom 33 (C): -0.625, atom 34 (H): 0.543, atom 35 (H): 0.400, atom 36 (H): 0.531, atom 37 (C): -0.363, atom 38 (H): 0.407, atom 39 (O): 0.775, atom 40 (C): -1.282, atom 41 (C): -0.598, atom 42 (C): -0.870, atom 43 (H): 0.347, atom 44 (H): 0.294, atom 45 (O): -0.476, atom 46 (H): 0.351, atom 47 (H): 0.419, atom 48 (H): 0.383, atom 49 (H): 0.414, atom 50 (H): 0.366, atom 51 (O): -0.467